No. 1
A structure of composition C42H37CoN5O4P2S, computed with the ωB97M-V functional and the def2-TZVPD basis.

Results
LUMO (alpha / beta) = -3.995 / -3.984 eV
HOMO (alpha / beta) = -0.3738 / -0.3738 Ha
E_tot = -4660.90983 hartree
Net charge = +1
Frontier orbital gap (alpha / beta) = 6.1766 / 6.1878 eV

Each line ends with the Löwdin charge.
Atoms and positions in Å:
Co  0.543  -0.532  0.304  0.4696
N  3.362  -2.501  -5.713  0.1183
C  3.417  -1.927  -4.465  -0.3060
C  3.926  -0.634  -4.300  -0.0201
C  3.992  -0.061  -3.046  -0.0512
C  3.533  -0.766  -1.939  -0.3097
C  3.041  -2.056  -2.087  -0.0694
C  2.960  -2.624  -3.340  -0.0148
S  3.922  -0.144  -0.357  0.6417
O  4.125  1.278  -0.443  -0.3122
O  4.933  -0.978  0.209  -0.2590
N  2.471  -0.303  0.485  -0.1357
C  2.440  -0.210  1.830  -0.4888
N  1.149  -0.232  2.238  0.0608
C  0.908  -0.223  3.551  -0.0871
C  1.933  -0.149  4.459  -0.0314
C  3.224  -0.050  3.936  -0.0838
N  3.486  -0.071  2.640  0.1683
H  3.826  -2.064  -6.486  0.0973
H  3.127  -3.469  -5.809  0.0951
H  4.287  -0.090  -5.166  0.1158
H  4.394  0.936  -2.910  0.1167
H  2.749  -2.622  -1.219  0.1094
H  2.567  -3.629  -3.458  0.1123
H  -0.123  -0.236  3.867  0.0973
H  1.734  -0.134  5.520  0.1101
H  4.086  0.054  4.589  0.1233
C  -1.099  1.357  -1.989  -0.1503
N  -1.316  1.598  -0.512  -0.4561
P  -1.728  0.069  0.176  1.0438
C  -2.485  0.233  1.807  -0.3232
C  -2.097  -0.685  2.777  -0.1157
C  -2.757  -0.728  4.002  -0.0637
C  -3.807  0.141  4.252  -0.0533
C  -4.218  1.038  3.268  -0.0564
C  -3.574  1.073  2.046  -0.0870
C  -3.173  -0.436  -0.793  -0.3271
C  -3.466  -1.793  -0.899  -0.0648
C  -4.651  -2.202  -1.495  -0.0591
C  -5.538  -1.256  -1.986  -0.0588
C  -5.240  0.100  -1.888  -0.0550
C  -4.059  0.516  -1.294  -0.1059
P  0.285  2.006  0.101  1.0883
C  0.056  2.717  1.755  -0.3402
C  1.186  2.800  2.569  -0.0988
C  1.120  3.467  3.784  -0.0618
C  -0.075  4.046  4.192  -0.0617
C  -1.195  3.985  3.370  -0.0601
C  -1.126  3.336  2.146  -0.0888
C  0.583  3.537  -0.839  -0.3410
C  -0.476  4.350  -1.234  -0.1021
C  -0.206  5.589  -1.794  -0.0612
C  1.110  6.018  -1.951  -0.0630
C  2.159  5.199  -1.565  -0.0587
C  1.899  3.952  -1.012  -0.0681
H  -2.018  1.033  -2.457  0.0693
H  -0.333  0.593  -2.180  0.0778
H  -0.779  2.279  -2.460  0.0714
H  -1.302  -1.388  2.561  0.0820
H  -2.457  -1.449  4.753  0.1155
H  -4.322  0.110  5.204  0.1132
H  -5.061  1.695  3.450  0.1138
H  -3.926  1.750  1.275  0.1069
H  -2.769  -2.530  -0.512  0.1080
H  -4.879  -3.257  -1.574  0.1129
H  -6.465  -1.573  -2.448  0.1129
H  -5.932  0.837  -2.277  0.1132
H  -3.829  1.573  -1.221  0.1072
H  2.129  2.365  2.245  0.1068
H  2.003  3.539  4.406  0.1134
H  -0.126  4.570  5.139  0.1110
H  -2.119  4.460  3.673  0.1103
H  -1.988  3.324  1.488  0.0938
H  -1.501  4.024  -1.103  0.1042
H  -1.026  6.222  -2.108  0.1102
H  1.311  6.993  -2.377  0.1108
H  3.183  5.525  -1.696  0.1134
H  2.721  3.303  -0.718  0.0906
O  0.141  -2.336  0.906  -0.0295
C  0.204  -2.776  -0.287  -0.5632
O  0.271  -1.896  -1.187  -0.0299
C  0.224  -4.215  -0.600  -0.1454
C  -0.072  -4.641  -1.892  -0.0188
C  -0.062  -5.995  -2.182  -0.0618
C  0.260  -6.915  -1.191  -0.0587
C  0.573  -6.486  0.094  -0.0556
C  0.549  -5.134  0.397  -0.0026
H  -0.312  -3.907  -2.653  0.1237
H  -0.305  -6.335  -3.181  0.1101
H  0.268  -7.972  -1.422  0.1116
H  0.838  -7.205  0.859  0.1120
H  0.786  -4.778  1.392  0.1229

Force components x, y, z for each atom (eV/Å):
Co -1.05 -0.05 1.47
N -0.17 0.22 0.26
C 0.04 -0.12 -0.25
C 0.05 0.09 -0.08
C -0.21 0.17 -0.02
C 0.08 0.00 -0.01
C 0.13 -0.02 -0.19
C -0.05 -0.13 0.04
S -0.64 0.24 0.20
O 0.26 0.13 -0.15
O -0.08 -0.02 0.19
N 0.56 -1.18 0.13
C 0.23 0.03 -0.26
N -0.05 0.14 -0.59
C -0.30 0.15 -0.20
C 0.18 0.00 0.03
C 0.00 -0.03 -0.08
N 0.14 0.04 0.12
H 0.06 0.01 -0.03
H 0.04 -0.09 0.01
H -0.02 -0.01 0.07
H 0.01 -0.08 -0.03
H 0.00 -0.12 0.12
H 0.04 0.07 0.04
H 0.02 0.04 0.02
H 0.04 -0.01 -0.04
H -0.05 0.01 -0.01
C 0.02 0.02 0.07
N -0.26 0.14 -0.31
P 0.38 0.33 0.29
C -0.05 -0.03 -0.03
C -0.17 -0.04 -0.03
C -0.02 0.01 -0.06
C 0.02 0.03 -0.04
C -0.06 0.00 0.05
C 0.03 0.12 -0.05
C 0.30 -0.49 -0.02
C 0.08 0.04 0.00
C 0.01 -0.02 0.01
C 0.01 0.06 -0.01
C 0.00 -0.01 0.01
C -0.13 -0.06 0.04
P -0.83 -0.46 -0.12
C 0.13 0.05 -0.06
C 0.01 0.04 -0.02
C -0.01 -0.03 -0.05
C -0.03 0.05 -0.04
C 0.04 -0.02 0.01
C -0.08 -0.01 -0.02
C 0.65 -0.26 0.03
C -0.02 0.18 0.06
C 0.01 -0.04 0.00
C -0.05 -0.02 0.01
C -0.01 0.03 -0.04
C 0.10 -0.10 0.01
H -0.07 -0.02 -0.01
H -0.01 0.00 0.04
H -0.01 0.02 0.00
H -0.03 -0.01 -0.01
H 0.00 0.01 -0.01
H 0.02 0.00 -0.04
H 0.06 -0.03 0.01
H 0.06 -0.03 0.05
H -0.05 0.01 -0.01
H 0.02 0.04 0.00
H 0.05 0.02 0.02
H 0.02 -0.03 0.01
H -0.02 -0.03 0.01
H -0.06 0.04 0.04
H -0.04 -0.01 -0.02
H -0.01 -0.05 -0.05
H 0.02 -0.01 0.02
H 0.05 -0.02 0.05
H 0.04 0.02 0.02
H 0.03 0.01 0.02
H -0.01 -0.04 -0.01
H -0.03 -0.01 0.01
H -0.06 0.03 -0.02
O 0.75 0.27 -0.04
C -0.08 -0.21 -0.22
O 0.21 0.95 -0.40
C -0.10 0.00 0.11
C -0.01 0.05 -0.10
C 0.01 0.00 0.00
C 0.02 0.03 0.04
C 0.00 0.01 -0.01
C -0.06 0.02 -0.01
H 0.02 -0.04 0.05
H 0.01 0.01 0.04
H 0.01 0.03 0.01
H -0.02 0.03 -0.04
H -0.01 -0.03 -0.03

No. 2
A structure of composition C42H37CoN7O2PS2Se2, computed with the ωB97M-V functional and the def2-TZVPD basis.

Results
<S²> = 0.758
LUMO (alpha / beta) = -3.071 / -3.068 eV
HOMO (alpha / beta) = -0.3538 / -0.3536 Ha
E_tot = -9479.63995 hartree
Net charge = +1
Frontier orbital gap (alpha / beta) = 6.5560 / 6.5538 eV
Spin multiplicity = 2

Each line ends with the Löwdin charge.
Atoms and positions in Å:
Co  0.013  0.865  1.412  0.4388
C  -0.986  4.392  3.496  -0.0128
C  -2.003  3.973  4.335  -0.0239
C  -2.353  2.633  4.356  0.0143
C  -1.689  1.747  3.520  -0.1782
N  -0.752  2.177  2.663  0.0444
C  -0.384  3.459  2.671  -0.0782
C  -1.944  0.280  3.525  -0.2193
C  -2.673  -0.345  4.527  0.0104
C  -2.867  -1.715  4.459  -0.0282
C  -2.339  -2.417  3.389  -0.0249
C  -1.613  -1.720  2.437  -0.1103
N  -1.404  -0.407  2.510  0.0676
H  -0.656  5.420  3.472  0.1213
H  -2.512  4.678  4.979  0.1210
H  -3.134  2.284  5.014  0.1135
H  0.429  3.724  2.006  0.0940
H  -3.069  0.221  5.357  0.1139
H  -3.425  -2.225  5.233  0.1201
H  -2.477  -3.485  3.290  0.1160
H  -1.197  -2.220  1.568  0.0803
Se  0.414  2.779  -0.703  0.7903
Se  1.326  1.191  -2.090  0.7780
C  1.710  -0.248  -0.882  -0.5957
C  2.714  -1.086  -1.357  -0.1164
C  3.085  -2.189  -0.619  -0.0397
C  2.415  -2.438  0.570  -0.0274
C  1.444  -1.550  0.973  -0.1256
N  1.086  -0.454  0.279  0.0050
C  -1.401  2.124  -0.809  -0.5605
C  -2.327  2.565  -1.882  -0.1736
C  -3.798  2.734  -1.426  -0.1159
C  -4.194  1.827  -0.247  -0.1058
C  -3.077  0.881  0.259  -0.1783
N  -1.702  1.347  0.154  0.0410
H  3.217  -0.843  -2.283  0.0997
H  3.883  -2.834  -0.963  0.1217
H  2.655  -3.286  1.194  0.1154
H  0.946  -1.691  1.920  0.0894
H  -1.922  3.438  -2.386  0.1327
H  -4.185  3.749  -1.424  0.1465
H  -4.834  2.263  0.516  0.1435
H  -3.236  0.570  1.287  0.1212
N  6.800  -1.206  -2.423  0.1042
C  6.185  -0.233  -1.648  -0.3331
C  5.552  0.858  -2.248  -0.0376
C  4.875  1.787  -1.478  -0.0801
C  4.831  1.645  -0.099  -0.2908
C  5.483  0.581  0.513  -0.0521
C  6.147  -0.356  -0.255  -0.0343
S  3.917  2.788  0.884  0.5527
O  3.446  3.822  -0.002  -0.3414
O  4.735  3.138  2.022  -0.3485
N  2.624  1.959  1.343  -0.1551
C  2.520  1.384  2.527  -0.6849
S  3.580  1.486  3.918  1.0830
C  2.488  0.484  4.817  -0.3885
C  1.422  0.153  4.071  -0.2445
N  1.438  0.637  2.780  -0.0802
H  7.089  -0.919  -3.344  0.0925
H  7.489  -1.772  -1.956  0.0916
H  5.598  0.978  -3.325  0.1165
H  4.390  2.638  -1.937  0.1069
H  5.478  0.495  1.592  0.1075
H  6.657  -1.184  0.223  0.1147
H  2.699  0.189  5.831  0.0657
H  0.607  -0.482  4.392  0.1035
C  -3.430  -3.403  -1.363  -0.2718
P  -1.888  -2.392  -1.457  1.0102
C  -2.596  -0.738  -1.767  -0.3458
C  -2.227  0.070  -2.764  -0.0612
C  -2.792  1.447  -2.910  -0.1479
C  -4.253  1.640  -2.427  -0.1159
C  -4.667  0.736  -1.246  -0.1109
C  -3.568  -0.232  -0.744  -0.1796
C  -1.283  -2.904  -3.104  -0.4050
C  -0.017  -3.474  -3.182  -0.1116
C  0.484  -3.934  -4.394  -0.0796
C  -0.285  -3.828  -5.541  -0.0768
C  -1.558  -3.270  -5.474  -0.0721
C  -2.053  -2.814  -4.265  -0.1027
H  -4.127  -3.191  -2.175  0.0452
H  -3.934  -3.253  -0.408  0.0239
H  -3.139  -4.452  -1.420  0.0438
H  -1.509  -0.263  -3.504  0.1004
H  -2.644  1.814  -3.923  0.1458
H  -5.000  1.813  -3.196  0.1457
H  -5.682  0.347  -1.259  0.1456
H  -4.002  -1.056  -0.178  0.1189
H  0.576  -3.567  -2.280  0.0833
H  1.470  -4.378  -4.439  0.1048
H  0.099  -4.186  -6.487  0.1070
H  -2.163  -3.196  -6.368  0.1074
H  -3.044  -2.378  -4.223  0.1060

Force components x, y, z for each atom (eV/Å):
Co -0.47 -0.20 0.29
C 0.01 0.01 0.01
C -0.01 0.00 0.00
C 0.03 -0.02 0.03
C 0.02 0.03 0.01
N -0.08 -0.04 -0.01
C 0.03 -0.01 0.00
C -0.01 0.02 0.02
C -0.02 0.00 -0.03
C 0.00 0.02 0.00
C -0.02 -0.02 -0.02
C -0.05 0.03 -0.08
N 0.13 -0.05 0.17
H 0.00 0.00 0.00
H 0.00 0.00 0.00
H 0.00 0.02 0.01
H -0.01 0.00 -0.02
H -0.01 -0.02 0.00
H 0.00 0.00 0.00
H 0.00 0.00 0.00
H 0.01 -0.02 0.02
Se 0.07 0.15 -0.21
Se -0.06 0.02 0.08
C 0.04 0.02 0.02
C -0.01 -0.03 -0.05
C -0.07 -0.03 -0.04
C -0.01 -0.01 0.02
C 0.02 0.01 0.00
N -0.11 -0.01 -0.11
C 0.00 0.02 0.01
C -0.03 0.01 0.04
C 0.00 0.04 -0.02
C 0.00 0.04 0.03
C -0.02 0.03 0.02
N 0.49 -0.18 -0.06
H 0.03 0.02 0.00
H 0.00 0.01 0.00
H 0.00 0.00 0.00
H 0.01 0.00 0.01
H 0.00 -0.02 -0.03
H -0.01 -0.01 0.01
H 0.02 0.00 0.01
H -0.02 -0.01 -0.03
N -0.04 -0.07 -0.01
C 0.00 0.06 0.01
C 0.01 -0.04 -0.01
C 0.03 0.02 0.02
C -0.02 -0.04 -0.07
C -0.02 -0.01 0.00
C 0.01 0.00 0.02
S -0.02 0.04 0.05
O 0.00 0.00 -0.01
O -0.01 0.03 -0.02
N 0.06 -0.02 0.01
C 0.04 -0.06 0.08
S 0.02 -0.01 0.01
C 0.01 -0.02 -0.01
C -0.03 -0.13 -0.03
N -0.06 0.38 -0.28
H 0.01 0.01 0.00
H 0.03 0.02 0.00
H 0.00 0.00 0.01
H -0.02 -0.01 0.01
H 0.00 -0.01 0.00
H 0.01 0.00 0.00
H 0.00 0.00 0.00
H -0.02 0.04 0.00
C -0.01 0.01 0.01
P -0.02 -0.03 0.01
C 0.06 0.03 -0.06
C -0.02 0.00 0.01
C 0.01 -0.02 0.08
C -0.02 -0.01 -0.02
C -0.06 -0.05 0.00
C 0.03 -0.01 0.02
C 0.03 -0.01 0.01
C 0.03 0.03 -0.02
C 0.00 0.00 -0.01
C 0.00 0.00 0.01
C 0.00 0.00 0.00
C -0.01 0.01 0.01
H 0.01 0.01 0.00
H -0.01 -0.01 -0.01
H 0.01 0.00 0.00
H 0.01 -0.01 -0.01
H 0.01 0.00 0.00
H 0.01 -0.01 -0.01
H 0.00 0.01 -0.02
H 0.02 0.03 0.04
H 0.07 0.02 0.05
H 0.00 0.01 0.00
H 0.00 0.00 0.00
H 0.00 0.00 0.00
H 0.00 0.01 0.00

no.,strongest force on any atom (eV/A)
1,1.80
2,0.59